Computed, not measured: the molecule C5H11NO, with ωB97M-V/def2-TZVPD.

Its SMILES is CCN(C)C(C)=O. The value obtained for the frontier orbital gap is 10.041 eV. As for the HOMO energy: -0.335 Ha. For the calculated total energy, the calculation gives -327.1135 Eh. The largest force on an atom comes out at 0.4 eV/Å. Its lowest unoccupied orbital energy is 0.9 eV.

```
! wB97M-V def2-TZVPD RIJCOSX def2/J DEFGRID3
* xyz 0 1
O -0.03 2.14 -0.19
N 0.23 0.04 0.62
C 1.56 -0.05 0.03
C -0.34 -1.18 1.16
C -0.54 1.11 0.20
C 1.46 -0.24 -1.49
C -2.05 0.92 0.16
H 2.08 -0.90 0.50
H 0.36 -1.61 1.88
H 2.44 -0.34 -1.97
H -2.45 1.70 -0.48
H -0.56 -1.93 0.39
H 0.95 0.63 -1.92
H 2.11 0.86 0.26
H 0.88 -1.14 -1.73
H -2.30 -0.05 -0.27
H -1.27 -0.96 1.70
H -2.54 1.00 1.14
*
```